(1)
Molecular formula: C5H11N5O2
Method: DFT, the ωB97M-V functional and the def2-TZVPD basis

Positions of all 23 atoms, in Å:
C  0.304  1.958  -1.525
N  -0.444  1.171  -0.459
C  -1.691  1.425  -0.195
N  -2.327  0.731  0.716
C  -1.753  -0.268  1.494
C  -0.450  -0.623  1.169
N  0.139  -1.617  1.952
O  -0.314  -2.201  2.913
O  1.380  -1.788  1.662
C  0.371  0.033  0.108
N  0.730  -0.920  -0.971
N  1.924  -1.660  -0.768
H  1.095  2.460  -1.020
H  0.719  1.381  -2.286
H  -0.322  2.704  -2.055
H  -2.322  2.300  -0.568
H  -3.382  0.840  0.717
H  -2.369  -0.573  2.400
H  1.243  0.496  0.590
H  0.704  -0.380  -1.787
H  1.998  -2.505  -1.274
H  2.013  -1.910  0.246
H  2.754  -1.055  -1.059

total charge = +2
frontier orbital gap = 0.332 Ha
SMILES string = CN1C=[NH+]C=C([N+](=O)[O-])[C@H]1N[NH3+]
2S+1 = 1

Atomic partial charges in e from the Mulliken method, atoms 1 to 6: -0.9416, -0.0966, 0.1545, -0.0659, -0.2706, -0.3817

(2)
Molecular formula: C5H7N3
Method: DFT, the ωB97M-V functional and the def2-TZVPD basis

Positions of all 15 atoms, in Å:
C  -1.554  -0.821  -0.401
N  -2.742  -0.535  -0.053
C  -2.629  0.906  0.335
N  -1.353  1.396  -0.185
C  -0.698  0.362  -0.520
H  -1.255  -1.857  -0.578
H  -3.415  1.613  0.084
H  -2.544  0.840  1.382
H  0.329  0.447  -0.811
C  2.220  -1.143  0.404
C  2.942  -0.156  0.039
N  3.491  0.857  -0.313
H  1.800  -1.980  -0.245
H  2.374  -1.634  1.462
H  3.034  1.706  -0.601

total charge = 0
frontier orbital gap = 0.358 Ha
SMILES string = C1=NCN=C1.C=C=N
2S+1 = 1

Atomic partial charges in e from the Mulliken method, atoms 1 to 6: -0.0921, -0.4817, -0.2521, -0.4573, 0.0020, 0.3530

(3)
Molecular formula: C32H40IrN3O5S
Method: DFT, the ωB97M-V functional and the def2-TZVPD basis

Positions of all 82 atoms, in Å:
Ir  -0.348  -0.404  0.191
C  2.734  -0.264  -0.275
C  2.911  1.044  0.499
C  2.260  2.223  -0.231
C  2.564  0.934  1.981
C  3.613  0.860  2.860
C  3.423  0.903  4.247
C  2.156  1.043  4.775
C  1.040  1.135  3.961
C  -0.322  1.078  4.613
C  -0.541  2.267  5.553
C  -0.482  -0.246  5.373
C  1.236  1.097  2.531
N  0.202  1.199  1.663
C  -0.701  2.257  1.787
O  -0.581  3.189  2.547
C  -1.764  2.254  0.724
C  -2.806  3.165  0.654
C  -3.656  3.096  -0.442
C  -3.436  2.156  -1.445
C  -2.370  1.291  -1.293
N  -1.589  1.354  -0.226
C  -1.969  0.255  -2.302
O  -2.615  0.032  -3.296
N  -0.812  -0.466  -1.950
C  -0.094  -1.081  -2.905
C  0.215  -0.415  -4.152
C  0.892  -1.130  -5.113
C  1.322  -2.431  -4.875
C  1.101  -3.049  -3.641
C  0.407  -2.415  -2.642
C  0.014  -3.158  -1.387
C  0.914  -4.346  -1.067
C  -1.454  -3.596  -1.470
C  0.017  1.072  -4.354
C  -0.837  1.373  -5.585
C  1.386  1.761  -4.437
H  3.142  -0.168  -1.283
H  1.661  -0.517  -0.408
H  3.205  -1.108  0.226
H  3.986  1.240  0.497
H  1.226  2.008  -0.506
H  2.812  2.433  -1.148
H  2.272  3.125  0.382
H  4.623  0.807  2.470
H  4.279  0.829  4.904
H  2.021  1.049  5.848
H  -1.094  1.090  3.851
H  0.162  2.250  6.387
H  -1.547  2.212  5.969
H  -0.435  3.213  5.026
H  0.184  -0.293  6.237
H  -0.271  -1.099  4.727
H  -1.508  -0.328  5.732
H  -2.932  3.898  1.438
H  -4.487  3.784  -0.523
H  -4.067  2.088  -2.320
H  1.142  -0.656  -6.053
H  1.856  -2.967  -5.649
H  1.454  -4.059  -3.494
H  0.111  -2.470  -0.523
H  0.756  -5.167  -1.768
H  0.672  -4.722  -0.073
H  1.971  -4.076  -1.079
H  -1.578  -4.303  -2.292
H  -2.128  -2.757  -1.624
H  -1.746  -4.093  -0.544
H  -0.482  1.495  -3.483
H  -0.345  1.035  -6.498
H  -0.989  2.449  -5.674
H  -1.809  0.888  -5.515
H  1.944  1.427  -5.312
H  1.989  1.555  -3.550
H  1.252  2.841  -4.515
C  -2.756  -2.910  2.739
S  -2.135  -1.380  2.136
O  -2.438  -1.315  0.681
O  -2.726  -0.313  2.895
O  -0.643  -1.460  2.237
H  -3.837  -2.896  2.618
H  -2.492  -2.982  3.792
H  -2.308  -3.718  2.168

total charge = +1
frontier orbital gap (alpha / beta) = 0.281 / 0.217 Ha
2S+1 = 6

Atomic partial charges in e from the Mulliken method, atoms 1 to 6: 1.6285, -1.3608, 0.1967, -1.4845, 0.8110, -0.9632

| no. | energy (eV) |
| --- | --- |
| 1 | -16886.712 |
| 2 | -9765.536 |
| 3 | -62207.042 |